Record 1
{
  "formula": "C10H12Cl2N3",
  "method": "ωB97M-V/def2-TZVPD",
  "molar_mass_g_mol": 245.1,
  "charge": 1,
  "relative_energy_kj_mol": 326.1,
  "lumo_energy_ev": -4.1,
  "e_homo_ev": -12.2,
  "e_tot_ev": -40071.4305,
  "orbital_gap_ev": 8.092,
  "symbols": ["C", "C", "C", "C", "C", "C", "C", "C", "C", "C", "N", "N", "N", "Cl", "Cl", "H", "H", "H", "H", "H", "H", "H", "H", "H", "H", "H", "H"],
  "coordinates": [[-3.0162, 0.1473, 1.3587], [-1.7521, -0.4807, 1.3665], [-3.4519, 0.1768, 0.0293], [2.0025, 1.3729, -2.6230], [1.4376, 2.3943, -1.9480], [2.0078, 0.1228, -2.0302], [0.8364, 2.2113, -0.6782], [0.8709, 0.8990, -0.0738], [-0.8100, -0.8466, 2.4122], [1.4733, -1.4060, -0.2815], [-2.4222, -0.3362, -0.6813], [-1.4212, -0.6384, 0.0858], [1.3745, -0.0216, -0.8529], [-5.0021, 0.7458, -0.4783], [0.0569, 3.3769, 0.2179], [-3.6514, 0.2342, 2.2963], [2.3293, 1.6292, -3.6136], [1.2738, 3.3538, -2.1922], [2.4709, -0.7155, -2.5366], [0.2669, 0.7074, 0.7644], [-1.3737, -1.1367, 3.3694], [-0.4475, -1.7688, 2.0188], [-0.0622, -0.1859, 2.6894], [2.0509, -1.4969, 0.5787], [0.4344, -1.6702, -0.0452], [2.0201, -1.9497, -1.0333], [-2.3665, -0.5116, -1.6860]],
  "atomic_forces_ev_per_a": [[-1.60, -0.88, 1.76], [-1.68, 2.32, -2.20], [-0.16, 0.26, 1.90], [0.16, -0.51, -0.49], [-1.89, -1.12, 4.14], [-0.29, 1.50, -0.90], [1.20, -3.38, 0.33], [-0.45, 4.15, -3.16], [-2.58, -2.35, 1.78], [-1.32, 0.28, -1.47], [-1.76, 1.03, -1.48], [2.11, -1.97, 0.53], [2.29, -3.23, 0.94], [0.93, -0.45, -0.33], [-0.46, 1.22, 0.29], [0.81, 0.41, -1.63], [0.56, -0.65, -0.26], [0.15, 3.25, -2.09], [-0.28, -0.13, 0.45], [0.08, -0.60, 1.03], [0.78, 0.54, -1.33], [1.07, -0.77, 0.28], [1.48, 1.44, 0.30], [1.06, 0.65, 1.68], [0.46, -0.50, -0.54], [-0.54, -0.78, -0.17], [-0.13, 0.25, 0.63]]
}



Record 2
{
  "formula": "C10H12ClIO",
  "method": "ωB97M-V/def2-TZVPD",
  "molar_mass_g_mol": 310.6,
  "charge": 0,
  "relative_energy_kj_mol": 129.5,
  "lumo_energy_ev": 0.3,
  "e_homo_ev": -8.1,
  "e_tot_ev": -33231.2283,
  "orbital_gap_ev": 8.429,
  "smiles": "C/C=C/C\\C(I)=C/C(Cl)=C\\C=C/O",
  "symbols": ["C", "C", "C", "C", "C", "I", "C", "C", "Cl", "C", "C", "C", "O", "H", "H", "H", "H", "H", "H", "H", "H", "H", "H", "H", "H"],
  "coordinates": [[0.1805, -3.7677, 0.7248], [-0.6213, -2.5694, 1.2015], [-0.2509, -1.2918, 1.1455], [-1.1153, -0.2331, 1.7052], [-1.6081, 0.5316, 0.5010], [-3.2067, -0.3975, -0.5011], [-0.9564, 1.4959, -0.1706], [0.1486, 2.2505, 0.3898], [0.1407, 2.7827, 2.1477], [1.1481, 2.8277, -0.3088], [1.4582, 2.6099, -1.7303], [1.3051, 1.4849, -2.4397], [0.7566, 0.3593, -1.9594], [0.2501, -4.5088, 1.4116], [1.1344, -3.5293, 0.5703], [-0.3385, -4.0685, -0.1368], [-1.4217, -2.9498, 1.6853], [0.5734, -1.0558, 0.6303], [-0.5275, 0.5595, 2.1991], [-1.9971, -0.7676, 2.1087], [-1.1249, 1.9189, -1.0967], [1.7129, 3.4883, 0.3658], [1.9921, 3.3950, -2.1515], [1.6630, 1.5551, -3.5140], [0.7048, -0.1200, -2.7776]],
  "atomic_forces_ev_per_a": [[-2.97, 2.68, -0.44], [3.42, -0.01, -0.66], [-2.89, -2.37, 1.73], [-0.58, 0.91, -1.32], [-0.08, 0.16, -1.75], [-0.12, 0.09, -0.08], [0.24, -0.56, 3.24], [1.10, 1.00, 0.79], [-0.25, -0.45, -1.07], [-0.64, -0.54, 1.01], [-0.47, -0.94, 1.69], [0.80, 2.33, -0.70], [0.32, -0.04, -0.68], [-0.52, -2.40, 2.26], [3.91, 1.20, -1.38], [-0.24, -1.03, -1.40], [-3.11, -0.19, 1.68], [3.18, 1.12, -1.74], [-0.58, -0.98, 1.00], [0.67, 0.96, 0.88], [-1.21, 0.12, -2.04], [0.32, -0.10, -1.12], [0.77, 1.18, -1.07], [-0.58, -0.66, 1.30], [-0.51, -1.47, -0.12]]
}



Record 3
{
  "formula": "C10H12ClMoN2O6S",
  "method": "ωB97M-V/def2-TZVPD",
  "s2": 2.129,
  "molar_mass_g_mol": 419.7,
  "charge": 1,
  "lumo_energy_ev": [-5.8, -5.7],
  "spin_multiplicity": 3,
  "e_homo_ev": [-12.5, -12.4],
  "e_tot_ev": -51025.4778,
  "orbital_gap_ev": [6.649, 6.753],
  "symbols": ["Mo", "O", "Cl", "O", "O", "O", "C", "C", "N", "O", "C", "C", "N", "O", "H", "H", "H", "H", "H", "H", "H", "S", "C", "C", "C", "C", "C", "C", "H", "H", "H", "H", "H"],
  "coordinates": [[-0.5698, -0.1488, 0.6090], [2.3529, -2.2238, 1.8992], [2.4009, -1.7023, 0.5935], [3.6251, -1.1077, 0.2383], [1.4092, -0.4475, 0.6221], [1.8687, -2.5648, -0.3891], [-0.1370, 4.0945, -0.8561], [-0.5448, 2.7526, -0.3769], [0.2321, 1.7272, -0.3183], [1.5169, 1.9271, -0.6985], [-1.9180, 2.4539, 0.1347], [-3.0943, 3.3563, 0.0799], [-1.9002, 1.2654, 0.6007], [-2.6488, 0.3225, 1.0655], [0.6297, 4.0115, -1.6226], [0.2839, 4.6658, -0.0241], [-0.9944, 4.6410, -1.2429], [1.9671, 1.0878, -0.4850], [-2.8803, 4.2908, 0.6008], [-3.9549, 2.8791, 0.5423], [-3.3360, 3.6002, -0.9559], [-1.1879, -2.1128, -0.3378], [-2.8897, -2.4903, -0.1838], [-3.5603, -2.8338, -1.3610], [-4.8950, -3.1915, -1.3001], [-5.5451, -3.2340, -0.0733], [-4.8668, -2.9188, 1.0988], [-3.5377, -2.5427, 1.0500], [-3.0341, -2.8199, -2.3065], [-5.4253, -3.4509, -2.2059], [-6.5850, -3.5285, -0.0279], [-5.3755, -2.9738, 2.0513], [-3.0002, -2.3057, 1.9581]],
  "atomic_forces_ev_per_a": [[0.13, -0.38, -0.16], [-0.01, -0.02, 0.07], [-0.01, -0.06, 0.01], [0.08, 0.02, 0.00], [-0.25, 0.10, 0.03], [0.01, -0.03, -0.06], [0.01, -0.02, -0.05], [-0.12, 0.03, 0.02], [-0.01, -0.17, 0.23], [-0.02, 0.01, -0.10], [-0.04, -0.07, -0.02], [0.01, 0.02, 0.04], [-0.31, 0.14, -0.14], [0.37, 0.09, 0.04], [0.00, 0.00, 0.00], [0.01, -0.01, 0.01], [0.01, 0.01, 0.00], [0.02, -0.01, 0.04], [0.00, 0.00, 0.00], [0.00, 0.00, 0.00], [0.01, -0.01, -0.01], [0.31, 0.35, 0.03], [-0.28, -0.05, -0.06], [0.06, 0.05, 0.06], [-0.02, -0.02, 0.05], [-0.01, -0.01, 0.01], [-0.03, -0.01, -0.04], [0.09, 0.03, -0.01], [-0.01, 0.01, 0.00], [0.01, 0.00, 0.00], [0.00, 0.00, 0.00], [0.00, 0.01, 0.01], [0.01, 0.00, 0.01]]
}



Record 4
{
  "formula": "C10H12ClN3",
  "method": "ωB97M-V/def2-TZVPD",
  "molar_mass_g_mol": 209.7,
  "charge": 0,
  "relative_energy_kj_mol": 0.0,
  "lumo_energy_ev": 0.8,
  "e_homo_ev": -8.5,
  "e_tot_ev": -27556.9021,
  "orbital_gap_ev": 9.356,
  "smiles": "Clc1ccccc1NCC1=NCCN1",
  "symbols": ["Cl", "C", "C", "C", "C", "C", "C", "N", "C", "C", "N", "C", "C", "N", "H", "H", "H", "H", "H", "H", "H", "H", "H", "H", "H", "H"],
  "coordinates": [[-2.8615, -2.1981, -0.5435], [-2.3501, -0.5785, -0.1311], [-3.0047, 0.5247, -0.7474], [-2.7463, 1.8563, -0.3032], [-1.8301, 2.0327, 0.7110], [-1.0475, 0.9777, 1.2275], [-1.2574, -0.3420, 0.7709], [-0.5355, -1.4554, 1.3979], [0.4205, -2.1564, 0.5707], [1.4363, -1.1287, 0.0655], [2.4989, -0.8144, 0.6923], [3.2749, 0.1562, -0.2217], [2.2179, 0.5903, -1.2457], [1.2809, -0.5361, -1.1978], [-3.7553, 0.3924, -1.4775], [-3.2921, 2.6663, -0.7060], [-1.6147, 3.0104, 1.1456], [-0.2101, 1.2063, 1.9219], [-0.0036, -1.0301, 2.1397], [-0.0894, -2.5762, -0.2636], [0.9473, -2.9240, 1.1221], [3.7109, 0.9417, 0.3958], [4.0780, -0.3976, -0.6851], [1.6931, 1.5168, -0.9996], [2.7063, 0.6715, -2.1729], [0.3334, -0.4059, -1.4657]],
  "atomic_forces_ev_per_a": [[0.30, 0.41, 0.10], [0.52, 1.54, -0.35], [1.33, 0.42, 1.90], [0.37, -2.46, 0.27], [1.17, 0.02, 0.80], [-0.15, -0.24, -0.85], [-0.59, -0.89, 0.69], [-1.32, 1.45, -0.03], [0.89, 1.53, -0.59], [0.85, -0.43, -0.77], [0.76, 0.59, -0.40], [-1.62, -0.77, 1.58], [-0.35, -0.20, 1.03], [0.55, -0.63, 0.67], [-0.66, -0.47, -0.65], [-0.44, 0.68, -0.40], [-0.25, -0.08, -0.35], [-0.80, -0.33, -0.44], [0.04, -0.02, 0.45], [-0.35, -0.57, -0.68], [-0.09, -0.08, 0.22], [-0.13, 0.08, -0.19], [0.22, -0.24, -0.18], [0.22, 0.13, 0.12], [0.20, 0.24, -1.48], [-0.67, 0.36, -0.45]]
}



Record 5
{
  "formula": "C10H12I2",
  "method": "ωB97M-V/def2-TZVPD",
  "molar_mass_g_mol": 386.0,
  "charge": 0,
  "relative_energy_kj_mol": 0.0,
  "lumo_energy_ev": 0.5,
  "e_homo_ev": -8.6,
  "e_tot_ev": -26763.7535,
  "orbital_gap_ev": 9.078,
  "smiles": "C/C=C(\\C)I.Ic1ccccc1",
  "symbols": ["C", "C", "C", "C", "I", "H", "H", "H", "H", "H", "H", "H", "I", "C", "C", "C", "C", "C", "C", "H", "H", "H", "H", "H"],
  "coordinates": [[2.2335, -1.1725, -1.1141], [2.1473, -1.0561, 0.3694], [1.6631, 0.0679, 0.8863], [1.5326, 1.2971, 0.0359], [1.2961, 0.1463, 2.9413], [3.3533, -0.8196, -1.5079], [1.6290, -0.5634, -1.8062], [2.1454, -2.1591, -1.5976], [2.3106, -1.9200, 0.8837], [2.4669, 1.3737, -0.3362], [1.1109, 2.2650, 0.4931], [0.8807, 1.2371, -0.8547], [-1.0832, -3.0824, -0.4648], [-1.6761, -1.0750, -0.1475], [-1.8687, -0.2372, -1.1885], [-1.9866, 1.1122, -0.8810], [-2.1618, 1.4992, 0.3791], [-2.1825, 0.6072, 1.4810], [-1.8024, -0.7081, 1.2224], [-1.7045, -0.6858, -2.1349], [-2.0304, 1.8045, -1.6518], [-2.3709, 2.5915, 0.4728], [-2.2008, 0.8724, 2.5528], [-1.7013, -1.3951, 1.9674]],
  "atomic_forces_ev_per_a": [[3.54, 0.60, -3.00], [-1.71, 1.93, -2.19], [-0.20, -0.18, 0.19], [-3.93, 1.34, 1.13], [0.13, 0.16, 0.08], [-2.39, -0.85, 1.09], [-0.29, 0.19, 1.05], [0.06, -0.05, 0.98], [0.47, -2.04, 1.67], [3.19, 1.24, -1.30], [1.16, -1.60, -0.06], [0.05, -0.75, 0.43], [-0.18, 0.20, -0.12], [0.12, -1.57, 2.40], [1.04, -0.07, 0.26], [-0.39, -1.93, -1.30], [-1.08, 2.22, 2.90], [1.46, -0.45, -0.10], [-1.11, 2.36, -3.23], [-0.15, 0.32, -1.10], [-0.04, 1.27, -1.33], [0.28, -0.99, 0.55], [-0.42, 0.38, -0.88], [0.40, -1.74, 1.88]]
}



Record 6
{
  "formula": "C10H12N2",
  "method": "ωB97M-V/def2-TZVPD",
  "molar_mass_g_mol": 160.2,
  "charge": 0,
  "relative_energy_kj_mol": 740.8,
  "lumo_energy_ev": 0.9,
  "e_homo_ev": -7.6,
  "e_tot_ev": -13537.1231,
  "orbital_gap_ev": 8.509,
  "smiles": "CN(C)[C@]12N=C1[C@H]1[C@@H]3[C@H]1[C@H]1[C@@H]3[C@H]12",
  "symbols": ["C", "N", "C", "C", "N", "C", "C", "C", "C", "C", "C", "C", "H", "H", "H", "H", "H", "H", "H", "H", "H", "H", "H", "H"],
  "coordinates": [[-2.0174, 0.9022, 0.0105], [-1.5034, -0.3205, 0.5882], [-1.9255, -0.6392, 1.9088], [-0.1413, -0.5937, 0.3842], [0.7340, -1.3869, 1.2427], [1.1431, -0.1923, 1.0701], [2.3644, 0.6233, 0.6089], [2.8891, -0.1028, -0.6008], [2.1286, 1.2486, -0.7395], [1.1255, 0.5416, -1.7166], [1.8386, -0.7644, -1.4268], [0.3514, -0.6049, -1.1317], [-1.7709, 1.8724, 0.4380], [-2.0276, 0.9513, -1.0246], [-3.1562, 0.9850, 0.3127], [-1.2765, -0.1995, 2.6591], [-2.9996, -0.4281, 2.2493], [-1.7321, -1.7182, 1.8331], [3.1478, 0.9547, 1.3397], [3.8864, -0.3380, -0.7951], [2.5793, 2.1357, -1.1740], [1.0139, 0.8475, -2.6946], [2.1127, -1.4720, -2.1105], [-0.1340, -1.2878, -1.8773]],
  "atomic_forces_ev_per_a": [[-3.52, 0.48, 2.78], [-0.67, 1.43, -0.84], [-0.78, -1.27, 0.92], [2.88, 1.73, -3.13], [0.88, -0.20, 0.98], [-1.08, 0.33, -0.44], [-0.97, -1.59, 1.25], [-1.28, 1.36, 0.59], [1.17, -0.07, -1.08], [0.03, -1.56, 1.94], [-1.31, 0.77, 0.79], [-0.56, -1.36, 0.94], [1.31, 0.15, 0.17], [0.49, -0.13, -1.99], [1.79, -0.77, -0.77], [0.16, 0.13, 0.46], [1.42, -0.22, -1.27], [-0.45, 0.01, 1.43], [-1.06, 0.07, -0.91], [1.51, 0.02, 0.09], [0.06, 0.13, 0.82], [-0.45, 1.11, -1.68], [0.58, -1.64, -1.74], [-0.14, 1.07, 0.69]]
}